No. 1
DFT (ωB97M-V/def2-TZVPD) results for a structure of composition C13H27IrN2O3PS at a distorted geometry.

ORCA input file:
```
! wB97M-V def2-TZVPD RIJCOSX def2/J DEFGRID3
* xyz 4 6
Ir -0.270 -0.617 0.705
C 1.577 -1.064 1.258
O 2.598 -1.420 1.666
C -0.582 -2.248 -0.290
O -0.836 -3.279 -0.749
C -2.160 -0.118 0.870
O -3.292 0.078 1.044
C 1.973 0.267 -1.610
P 0.349 0.829 -0.933
H 0.626 3.181 -0.981
H 2.669 0.287 -0.755
C -0.834 1.004 -2.341
H -0.251 1.381 -3.197
C 2.469 1.255 -2.660
H 2.214 2.296 -2.449
H 2.081 1.008 -3.651
H 3.561 1.210 -2.736
C 1.964 -1.164 -2.167
H 1.266 -1.268 -3.006
C -0.440 2.908 0.848
H 1.702 -1.893 -1.396
H 2.969 -1.414 -2.536
C 2.044 2.579 0.494
H -0.132 2.722 1.882
H -0.602 3.992 0.758
H -1.397 2.404 0.682
C 0.653 2.474 -0.141
H 2.065 3.431 1.184
H 2.833 2.742 -0.249
H 2.300 1.685 1.074
C -1.935 2.018 -2.022
H -2.578 1.639 -1.221
H -2.561 2.150 -2.911
H -1.548 2.997 -1.734
C -1.499 -0.309 -2.775
H -0.811 -1.150 -2.877
H -1.980 -0.155 -3.749
H -2.286 -0.587 -2.067
H -0.044 0.828 1.971
H -0.173 0.131 2.385
N -1.892 -4.793 3.775
C -1.358 -3.577 3.958
N -1.259 -3.141 5.241
S -0.808 -2.715 2.582
H -2.098 -5.446 4.517
H -1.960 -5.145 2.833
H -0.868 -2.251 5.463
H -1.458 -3.745 6.015
*
```

Results
Kohn-Sham gap (alpha / beta) = 7.45 / 4.04 eV
E_LUMO (alpha / beta) = -13.1 / -19.1 eV
⟨S²⟩ = 8.77
Highest occupied orbital energy (alpha / beta) = -20.59 / -23.11 eV
Electronic energy = -45951.5537 eV


No. 2
DFT (ωB97M-V/def2-TZVPD) results for a structure of composition C13H27MnN2O at a distorted geometry.

ORCA input file:
```
! wB97M-V def2-TZVPD RIJCOSX def2/J DEFGRID3
* xyz 1 4
C 1.804 0.578 -1.954
Mn -0.053 -0.396 -2.164
N -1.215 -2.195 -2.233
N 0.181 -0.424 -4.266
H -2.120 -1.772 -2.014
H 1.779 -0.688 -2.086
H 2.364 0.799 -0.985
H 1.151 1.515 -2.150
H 2.445 0.499 -2.860
H -0.700 -0.240 -4.768
H 0.520 -1.293 -4.682
H 0.815 0.301 -4.597
H -1.280 -2.612 -3.187
H -1.053 -2.949 -1.547
C -2.252 3.320 1.078
C -0.959 2.716 0.550
C 0.170 3.738 0.601
C -0.590 1.457 1.401
C -0.314 1.526 2.755
C 0.142 0.426 3.497
C 0.343 -0.737 2.787
C 0.096 -0.897 1.442
C 0.459 -2.226 0.782
C 1.895 -2.651 0.932
C -0.539 -3.298 1.159
C -0.399 0.205 0.752
O -0.659 0.116 -0.556
H -2.123 3.627 2.122
H -3.065 2.593 1.001
H -2.493 4.199 0.470
H -1.116 2.463 -0.500
H 0.364 4.069 1.628
H 1.083 3.321 0.171
H -0.136 4.597 -0.004
H -0.425 2.542 3.189
H 0.343 0.514 4.554
H 0.769 -1.644 3.261
H 0.342 -2.051 -0.290
H 2.172 -2.825 1.955
H 2.043 -3.586 0.393
H 2.603 -1.904 0.570
H -1.573 -2.993 0.985
H -0.368 -4.212 0.601
H -0.449 -3.528 2.208
*
```

Results
Kohn-Sham gap (alpha / beta) = 6.85 / 7.17 eV
E_LUMO (alpha / beta) = -3.7 / -3.5 eV
⟨S²⟩ = 3.79
Highest occupied orbital energy (alpha / beta) = -10.59 / -10.69 eV
Electronic energy = -50260.1063 eV


No. 3
DFT (ωB97M-V/def2-TZVPD) results for a structure of composition C13H27NaO12 at a distorted geometry.

ORCA input file:
```
! wB97M-V def2-TZVPD RIJCOSX def2/J DEFGRID3
* xyz -2 1
Na 16.435 -25.330 26.289
C 17.711 -22.077 24.786
O 17.171 -23.361 24.644
H 17.799 -21.652 23.777
H 17.115 -21.415 25.436
H 18.699 -22.050 25.278
C 16.998 -27.930 23.642
O 16.580 -26.636 23.951
H 16.797 -28.273 22.614
H 18.103 -27.936 23.578
H 16.748 -28.730 24.357
C 12.969 -24.552 26.531
O 13.943 -24.465 25.599
H 13.227 -24.688 27.600
H 12.206 -23.755 26.509
H 12.338 -25.464 26.502
C 18.185 -31.023 27.001
C 16.742 -30.579 26.839
C 15.791 -30.888 28.006
O 14.988 -29.700 27.905
C 15.664 -28.683 27.289
O 15.382 -27.516 27.364
O 16.803 -29.144 26.836
H 18.236 -32.075 27.289
H 18.816 -30.501 27.720
H 18.697 -30.925 26.043
H 16.321 -30.997 25.924
H 16.302 -30.879 28.971
H 15.183 -31.791 28.022
C 18.097 -24.770 30.976
O 17.420 -23.585 30.655
C 16.752 -23.359 29.485
O 16.885 -24.019 28.454
O 15.998 -22.304 29.675
C 15.182 -21.928 28.585
H 18.559 -24.631 31.955
H 18.890 -24.998 30.264
H 17.377 -25.556 31.208
H 14.123 -22.111 28.764
H 15.463 -22.313 27.603
H 15.288 -20.859 28.386
C 20.430 -28.045 26.504
O 20.650 -26.870 27.272
C 19.995 -25.757 26.907
O 19.332 -25.671 25.893
O 20.120 -24.755 27.803
C 19.759 -23.469 27.385
H 19.390 -28.367 26.508
H 21.013 -28.844 26.967
H 20.912 -27.891 25.539
H 19.716 -22.827 28.266
H 18.744 -23.459 26.987
H 20.438 -23.009 26.668
*
```

Results
Kohn-Sham gap = 2.86 eV
E_LUMO = 3.8 eV
Highest occupied orbital energy = 0.89 eV
Electronic energy = -42899.2272 eV


No. 4
DFT (ωB97M-V/def2-TZVPD) results for a structure of composition C13H28Br2InO11P2 at a distorted geometry.

ORCA input file:
```
! wB97M-V def2-TZVPD RIJCOSX def2/J DEFGRID3
* xyz -1 1
C 1.848 3.570 -1.898
C 1.785 3.209 -3.357
O 2.713 2.791 -3.991
O 0.548 3.428 -3.904
C 0.172 2.492 -4.911
O 0.491 2.707 -6.047
C -0.613 1.363 -4.433
In 0.545 -0.221 -3.325
C 2.525 -0.731 -4.226
Br 3.850 -1.290 -2.943
C 2.859 -0.689 -5.504
C 1.920 -0.231 -6.579
Br 4.588 -1.199 -6.179
H 1.783 2.638 -1.339
H 2.754 4.130 -1.687
H 0.987 4.187 -1.647
H -1.335 1.737 -3.702
H -1.194 0.952 -5.254
H -0.421 -1.693 -3.264
H 0.879 0.351 -1.679
H 1.964 -0.940 -7.410
H 0.899 -0.130 -6.227
H 2.291 0.710 -6.988
C -0.850 -5.889 0.911
O -0.709 -4.500 0.568
P -1.732 -3.394 1.203
O -1.510 -2.269 0.277
O -0.969 -3.236 2.606
C 0.377 -2.745 2.578
O -3.174 -3.047 1.868
C -4.353 -3.573 1.233
H -0.026 -6.424 0.447
H -0.802 -6.030 1.994
H -1.789 -6.291 0.529
H 0.592 -2.182 1.671
H 1.078 -3.577 2.658
H 0.508 -2.095 3.442
H -4.346 -4.664 1.224
H -4.432 -3.195 0.211
H -5.209 -3.235 1.809
C -1.329 3.971 3.683
O -1.161 3.110 4.824
P -0.327 1.739 4.639
O -0.661 0.889 5.786
O 1.143 2.401 4.727
C 1.575 2.907 5.985
O 0.065 0.871 3.374
C -0.997 0.477 2.460
H -1.840 4.867 4.022
H -0.360 4.249 3.262
H -1.936 3.487 2.917
H 1.039 2.440 6.811
H 1.429 3.988 6.026
H 2.638 2.692 6.078
H -1.476 1.357 2.030
H -1.734 -0.133 2.984
H -0.556 -0.107 1.659
*
```

Results
Kohn-Sham gap = 6.80 eV
E_LUMO = 1.5 eV
Highest occupied orbital energy = -5.26 eV
Electronic energy = -200295.8782 eV


No. 5
DFT (ωB97M-V/def2-TZVPD) results for a structure of composition C13H28ClIIrNP2 at a distorted geometry.

ORCA input file:
```
! wB97M-V def2-TZVPD RIJCOSX def2/J DEFGRID3
* xyz 3 6
C -1.412 2.631 -2.165
I 1.091 3.030 -1.354
H -2.250 1.955 -1.895
H -1.238 2.539 -3.218
H -1.760 3.584 -1.804
Ir -0.594 1.187 -0.916
P 0.095 -0.673 -2.123
C 1.895 -0.506 -2.384
C -0.238 -2.270 -1.411
H -0.198 -2.966 -2.259
H -0.476 -1.475 -4.354
H -1.254 -2.270 -1.005
H -1.854 -0.597 -3.626
H 2.446 -0.956 -1.540
H 0.510 -2.543 -0.664
C -0.760 -0.591 -3.757
H 2.153 -1.071 -3.289
H -0.477 0.326 -4.303
H 2.199 0.554 -2.485
P -0.857 1.461 1.347
C 0.736 2.102 1.981
C -2.141 2.734 1.660
H -1.972 -0.618 1.786
H -1.853 0.392 3.267
H -0.363 -0.446 2.680
C -1.302 0.037 2.375
H -3.100 2.377 1.246
H -2.224 2.824 2.758
H 0.572 2.644 2.923
H 1.178 2.774 1.218
H -1.874 3.708 1.211
H 1.436 1.271 2.171
Cl -2.778 0.226 -0.910
N 1.318 -1.680 1.317
C 1.899 -2.503 2.240
C 1.136 -3.540 2.811
C 1.749 -4.436 3.675
C 3.115 -4.367 3.966
C 3.877 -3.385 3.310
C 3.283 -2.463 2.462
H 0.323 -1.481 1.297
H 1.830 -0.921 0.923
H 0.078 -3.626 2.554
H 1.156 -5.226 4.122
H 3.585 -5.114 4.623
H 4.944 -3.359 3.481
H 3.888 -1.710 1.955
*
```

Results
Kohn-Sham gap (alpha / beta) = 7.54 / 5.52 eV
E_LUMO (alpha / beta) = -10.3 / -13.4 eV
⟨S²⟩ = 8.78
Highest occupied orbital energy (alpha / beta) = -17.82 / -18.91 eV
Electronic energy = -57434.1313 eV


No. 6
DFT (ωB97M-V/def2-TZVPD) results for a structure of composition C13H28EuN6O6S at a distorted geometry.

ORCA input file:
```
! wB97M-V def2-TZVPD RIJCOSX def2/J DEFGRID3
* xyz 0 8
O 0.325 -1.331 -3.655
H 0.096 -1.749 -4.492
Eu 0.433 -0.090 -1.705
N 2.110 -1.953 -1.345
N -0.294 -2.253 -0.562
N 0.579 2.385 -1.294
N -1.294 1.297 0.172
O 2.848 -1.330 -2.149
O 1.760 2.976 -1.802
O -2.167 0.796 1.148
O -1.363 -2.391 0.134
C 0.218 -3.348 -1.219
C 1.511 -3.140 -1.762
C -0.010 3.177 -0.405
C -1.097 2.596 0.359
C 2.106 -3.912 -2.876
H 1.931 -3.414 -3.843
H 1.717 -4.936 -2.892
H 3.186 -3.924 -2.707
C -0.604 -4.559 -1.482
H -1.529 -4.263 -1.989
H -0.898 -5.021 -0.535
H -0.077 -5.306 -2.084
C 0.428 4.571 -0.143
C -1.890 3.431 1.309
H 1.123 4.913 -0.908
H 0.959 4.637 0.817
H -0.447 5.229 -0.115
H -2.525 2.814 1.943
H -2.554 4.129 0.785
H -1.234 4.033 1.946
H 2.046 2.375 -2.521
H -2.216 -0.161 0.938
C -1.790 0.275 -2.920
H -1.352 -0.203 -3.819
H -2.048 1.325 -3.123
H -2.657 -0.339 -2.619
O 1.633 0.782 -4.125
H 1.248 -0.184 -4.091
H 1.043 1.280 -4.707
S 1.760 0.020 1.096
C 0.863 -0.011 2.549
N -0.211 -0.800 2.752
C -1.038 -0.821 3.955
C -0.808 0.417 4.808
C 0.664 0.761 4.913
N 1.246 0.767 3.583
H -0.458 -1.419 1.980
H -0.788 -1.728 4.523
H -2.099 -0.893 3.676
H -1.206 0.243 5.811
H -1.343 1.260 4.352
H 1.199 0.025 5.529
H 0.817 1.758 5.345
H 2.147 1.204 3.464
*
```

Results
Kohn-Sham gap (alpha / beta) = 6.40 / 6.45 eV
E_LUMO (alpha / beta) = -0.4 / -0.7 eV
⟨S²⟩ = 16.04
Highest occupied orbital energy (alpha / beta) = -6.82 / -7.14 eV
Electronic energy = -65318.2384 eV


No. 7
DFT (ωB97M-V/def2-TZVPD) results for a structure of composition C13H28F12HfO25S6Sn at a distorted geometry.

ORCA input file:
```
! wB97M-V def2-TZVPD RIJCOSX def2/J DEFGRID3
* xyz 2 1
Sn 2.590 -3.475 -3.513
Hf 3.379 2.072 -1.040
C 1.644 1.627 3.345
F 2.886 1.622 3.841
F 1.397 0.449 2.788
F 0.818 1.835 4.347
S 1.451 3.005 2.025
O 1.901 4.265 2.604
O 2.318 2.620 0.882
O 0.057 2.929 1.715
C 1.281 0.538 -5.119
F 1.355 1.613 -5.878
F 0.425 0.775 -4.110
F 0.938 -0.529 -5.782
S 3.040 0.272 -4.354
O 3.250 -1.155 -4.244
O 3.934 0.869 -5.322
O 3.129 0.952 -3.012
C 6.936 -1.439 -0.984
F 6.796 -1.339 0.336
F 7.974 -0.732 -1.347
F 7.113 -2.708 -1.317
S 5.388 -0.855 -1.938
O 5.915 -0.644 -3.261
O 4.323 -1.860 -1.844
O 4.862 0.382 -1.330
C -0.356 -0.980 -0.404
F -0.912 -0.072 -1.199
F -0.610 -0.649 0.852
F -0.906 -2.148 -0.649
S 1.509 -1.198 -0.782
O 2.025 -2.001 0.312
O 1.554 -1.765 -2.141
O 2.097 0.164 -0.787
O -0.403 -3.237 -3.776
S -1.681 -2.803 -4.328
O -2.300 -3.471 -5.446
O -2.626 -2.746 -3.007
C -4.021 -2.363 -3.158
C -4.235 -0.996 -2.556
C -1.483 -0.992 -4.673
H -4.741 -3.150 -2.935
H -4.199 -2.327 -4.239
H -3.799 -0.141 -3.075
H -3.937 -0.843 -1.519
H -5.309 -0.796 -2.584
H -1.067 -0.638 -3.734
H -2.469 -0.550 -4.794
H -0.845 -0.999 -5.550
O -1.962 -1.845 6.284
S -2.548 -0.779 5.517
O -3.971 -0.775 5.295
O -2.098 0.613 6.215
C -2.619 1.839 5.614
C -3.787 2.418 6.378
C -1.540 -0.722 3.991
H -2.799 1.643 4.557
H -1.784 2.537 5.691
H -4.133 3.220 5.717
H -3.541 2.889 7.326
H -4.651 1.759 6.431
H -1.846 -1.569 3.378
H -0.518 -0.860 4.331
H -1.781 0.185 3.439
O 0.865 2.538 -1.241
H 0.095 2.261 -1.759
H 0.727 3.485 -1.081
O 4.072 0.711 1.076
H 4.518 1.211 1.774
H 3.949 -0.189 1.473
O 1.144 -4.469 -0.996
H 1.343 -3.624 -0.568
H 0.524 -4.903 -0.397
O 3.934 -1.599 2.390
H 4.470 -2.387 2.258
H 3.067 -1.831 2.035
C -3.093 1.846 -0.072
C -3.171 3.071 0.864
O -3.892 2.559 1.953
C -4.590 1.468 1.552
O -5.445 0.966 2.210
O -4.265 1.145 0.306
H -2.226 1.218 0.115
H -3.130 2.158 -1.116
H -3.490 4.033 0.453
H -2.215 3.388 1.290
*
```

Results
Kohn-Sham gap = 3.77 eV
E_LUMO = -10.2 eV
Highest occupied orbital energy = -13.93 eV
Electronic energy = -169862.9569 eV


No. 8
DFT (ωB97M-V/def2-TZVPD) results for a structure of composition C13H28GaO3Zn at a distorted geometry.

ORCA input file:
```
! wB97M-V def2-TZVPD RIJCOSX def2/J DEFGRID3
* xyz 1 1
C -4.680 0.692 -3.272
O -5.068 -0.118 -2.190
C -4.372 0.083 -0.987
C -3.336 -0.998 -0.727
C -2.485 -1.315 -1.937
C -1.684 -2.598 -1.792
C -0.563 -2.501 -0.744
C 0.541 -1.588 -1.264
C 0.931 -0.499 -0.367
Ga 2.890 -1.177 -0.142
C 3.892 0.444 0.657
C 3.836 0.328 2.166
C 3.378 1.615 2.821
O 1.994 1.456 3.122
C 1.326 2.453 3.778
C 1.967 3.792 4.011
O 0.175 2.231 4.150
H -4.516 0.088 -4.155
H -3.772 1.253 -3.074
H -5.464 1.401 -3.507
H -5.105 0.066 -0.192
H -3.897 1.060 -0.948
H -2.738 -0.687 0.122
H -3.857 -1.905 -0.440
H -3.140 -1.441 -2.788
H -1.835 -0.474 -2.182
H -1.217 -2.818 -2.744
H -2.350 -3.399 -1.507
H -0.954 -2.168 0.207
H -0.160 -3.493 -0.599
H 0.296 -1.105 -2.279
H 1.404 -2.232 -1.508
H 0.359 -0.428 0.543
H 0.942 0.463 -0.863
H 2.842 -2.534 0.665
H 3.552 -1.453 -1.592
H 4.896 0.339 0.266
H 3.501 1.376 0.282
H 3.163 -0.471 2.467
H 4.824 0.074 2.520
H 3.485 2.439 2.125
H 3.985 1.842 3.688
H 2.965 3.927 3.624
H 1.337 4.549 3.574
H 1.970 3.968 5.075
Zn 0.739 -0.536 -4.065
*
```

Results
Kohn-Sham gap = 4.22 eV
E_LUMO = -7.7 eV
Highest occupied orbital energy = -11.95 eV
Electronic energy = -120857.7553 eV


No. 9
DFT (ωB97M-V/def2-TZVPD) results for a structure of composition C13H28N2O2P2Ru at a distorted geometry.

ORCA input file:
```
! wB97M-V def2-TZVPD RIJCOSX def2/J DEFGRID3
* xyz 2 7
Ru -0.231 0.265 0.126
P -2.107 -0.887 0.854
P -0.502 2.506 0.366
N 0.425 -1.639 -0.368
N 1.634 0.683 -0.645
H 1.914 -2.470 -1.637
H 3.466 -0.281 -0.974
H 2.473 -2.181 0.000
C 1.835 -1.764 -0.797
H 2.316 -0.354 -2.366
C 2.398 -0.410 -1.254
H -0.106 -3.526 -0.849
H 2.814 2.196 -1.461
C -0.462 -2.567 -0.474
C 1.887 1.974 -0.901
C -1.926 -2.333 -0.273
C 1.014 2.972 -0.459
H -2.440 -3.208 0.203
H 1.243 4.027 -0.600
H -1.589 3.202 -0.285
H -0.438 3.127 1.669
H -3.492 -0.597 0.521
H -2.258 -1.670 2.069
H 0.302 1.324 -3.481
C -0.707 0.988 -3.166
C -1.686 2.151 -3.368
C -1.003 -0.186 -4.086
O -0.848 0.618 -1.800
H -1.593 2.678 -4.324
H -2.697 1.721 -3.349
H -1.610 2.906 -2.582
H -0.370 -1.052 -3.870
H -2.060 -0.481 -4.068
H -0.785 0.152 -5.100
H -2.427 -2.294 -1.271
C 0.362 0.035 4.612
C 0.569 -1.403 4.186
C 1.196 -1.268 2.816
O 0.579 -0.063 2.243
C 0.148 0.808 3.330
H -0.456 0.182 5.304
H 1.253 0.403 5.107
H -0.390 -1.909 4.103
H 1.185 -1.987 4.861
H 2.275 -1.077 2.879
H 1.048 -2.118 2.136
H -0.898 1.081 3.147
H 0.746 1.725 3.276
*
```

Results
Kohn-Sham gap (alpha / beta) = 5.45 / 6.15 eV
E_LUMO (alpha / beta) = -6.4 / -10.3 eV
⟨S²⟩ = 12.06
Highest occupied orbital energy (alpha / beta) = -11.89 / -16.43 eV
Electronic energy = -42146.3986 eV